97
Properties=species:S:1:pos:R:3 method="wB97M-V/def2-TZVPD" molar_mass_g_mol=764.46 e_tot_ev=-109988.20927 homo_ev=-9.99 orbital_gap_ev=10.488 smiles="COP(=O)(OC)OC.COP(=O)(OC)OC.COP(=O)(OC)OC.COP(=O)(OC)OC.COP(=O)(OC)OC.CO.CO"
C 3.9545 0.9186 -1.3761
O 4.4818 1.5226 -0.2004
P 4.7404 0.5417 1.0409
O 3.5669 -0.2355 1.4904
O 5.3202 1.4909 2.1679
C 4.4521 2.0147 3.1759
O 6.0197 -0.3496 0.6786
C 6.3268 -1.4766 1.5021
H 2.8643 0.9351 -1.4496
H 4.2599 -0.1341 -1.4250
H 4.3450 1.3909 -2.2777
H 4.7048 1.6448 4.1697
H 3.4230 1.7412 2.9534
H 4.5545 3.0962 3.2525
H 7.3571 -1.4167 1.8453
H 6.1605 -2.4124 0.9708
H 5.6691 -1.4784 2.3747
C -1.0130 3.2706 -1.1122
O -1.8467 4.4044 -0.9740
P -2.2172 5.3459 -2.1916
O -1.1081 6.1416 -2.7378
O -3.4213 6.1970 -1.6108
C -3.1067 7.1897 -0.6313
O -2.9011 4.3451 -3.2473
C -3.6496 4.8913 -4.3168
H -0.7268 2.9984 -2.1327
H -1.5058 2.3883 -0.7059
H -0.0527 3.3885 -0.6070
H -3.1080 8.1611 -1.1232
H -2.1656 6.9785 -0.1212
H -3.8511 7.2189 0.1668
H -3.9081 5.9444 -4.1526
H -4.5970 4.3860 -4.4954
H -3.0351 4.9062 -5.2215
C -1.9770 -0.8077 2.6922
O -2.4973 0.2340 1.8802
P -2.6423 1.7137 2.4469
O -1.3801 2.3171 2.8883
O -3.7873 1.6209 3.5853
C -3.3855 1.6183 4.9706
O -3.3706 2.4407 1.2295
C -3.9164 3.7403 1.4347
H -2.8177 -1.4278 3.0143
H -1.5002 -0.5000 3.6268
H -1.2579 -1.3743 2.1080
H -2.3534 1.9583 5.0751
H -3.4765 0.6055 5.3534
H -4.0008 2.3678 5.4622
H -4.9861 3.7635 1.2366
H -3.4033 4.4289 0.7658
H -3.7090 4.1123 2.4416
C -1.7518 1.5061 -5.1699
O -1.8957 1.2909 -3.7820
P -2.0331 -0.2508 -3.3086
O -3.0757 -0.9625 -4.0382
O -0.5701 -0.8408 -3.4941
C 0.5153 -0.2192 -2.8004
O -2.2498 -0.1731 -1.7411
C -2.3299 -1.3847 -0.9684
H -0.6875 1.4720 -5.4109
H -2.1204 2.4727 -5.5199
H -2.3118 0.8088 -5.7963
H 1.3147 -0.0430 -3.5173
H 0.8600 -0.8327 -1.9677
H 0.1726 0.7253 -2.3752
H -1.3756 -1.4983 -0.4540
H -2.5755 -2.2745 -1.5448
H -3.1216 -1.1784 -0.2529
C 1.2846 -7.6962 3.3217
O 1.0709 -7.6409 1.9259
P 1.2950 -6.2480 1.1593
O 2.6617 -5.7392 1.1183
O 0.2236 -5.3045 1.8741
C 0.1613 -3.9211 1.5194
O 0.6589 -6.6166 -0.2655
C -0.7369 -6.8864 -0.3598
H 1.8728 -8.5524 3.6471
H 0.3335 -7.7326 3.8605
H 1.7880 -6.8051 3.7092
H 0.8690 -3.6407 0.7403
H 0.3241 -3.2229 2.3407
H -0.8710 -3.7811 1.1909
H -1.2381 -6.0872 -0.9096
H -1.2514 -6.9496 0.6004
H -0.8429 -7.8345 -0.8837
C 0.5870 0.5982 0.6003
O 1.0391 -0.7335 0.5793
H -0.0277 0.7848 -0.2785
H 0.0330 0.8967 1.4941
H 1.4167 1.3112 0.5184
H 1.9227 -0.7992 0.9889
C 3.4409 -3.1890 -1.3532
O 3.4824 -3.5878 -2.7219
H 3.0783 -3.9638 -0.6837
H 4.4618 -2.8839 -1.0929
H 2.8147 -2.3036 -1.1824
H 3.8584 -2.8496 -3.2065